{"formula": "C9H4MnN2O3", "method": "wB97M-V/def2-TZVPD", "symbols": ["O", "C", "Mn", "C", "C", "O", "O", "N", "C", "C", "C", "C", "N", "C", "C", "H", "H", "H", "H"], "coordinates": [[-3.2460, -4.6654, -1.9469], [-3.3510, -4.1151, -0.9213], [0.3614, -0.8642, -1.7271], [0.1349, 0.2898, -3.0083], [1.9553, -1.5237, -1.9420], [-0.4408, 0.1404, -4.0576], [2.2766, -2.5578, -2.4596], [0.5438, 3.1927, 3.9978], [0.4051, 2.4742, 3.1089], [0.2576, 1.6047, 1.9931], [1.0187, 1.8748, 0.8546], [0.8799, 1.0371, -0.2074], [0.0581, -0.0368, -0.1132], [-0.7121, -0.3306, 0.9295], [-0.6257, 0.5243, 2.0686], [1.6932, 2.7063, 0.8181], [1.3854, 1.1276, -1.1928], [-1.3701, -1.2034, 0.8462], [-1.2243, 0.3249, 2.9594]], "forces_ev_per_a": [[-0.5, 2.3, 4.4], [0.5, -2.3, -4.4], [-5.1, -2.7, 4.5], [-5.6, 3.2, -13.6], [8.8, -10.6, -4.8], [4.0, 1.5, 7.0], [-1.6, 6.9, 3.5], [-0.1, -0.2, -0.3], [0.0, 0.5, 0.6], [-0.3, -0.2, 0.5], [0.2, 0.0, -0.4], [0.0, -0.2, 0.2], [-0.8, 0.3, 0.9], [0.0, 1.4, 2.0], [-0.3, -1.2, -1.3], [0.2, 0.3, 0.0], [0.1, 0.5, 1.0], [0.3, 0.4, 0.3], [0.2, 0.1, -0.3]], "e_above_lowest_ev": 1.462, "lumo_ev": [-10.75, -12.42], "max_force_ev_per_a": 15.11, "e_tot_ha": -1830.69961, "spin_multiplicity": 6, "charge": 2, "homo_energy_ev": [-18.15, -18.19]}


{"formula": "C9H4N2O3S", "method": "wB97M-V/def2-TZVPD", "symbols": ["N", "C", "O", "C", "C", "C", "C", "C", "C", "S", "C", "O", "N", "C", "O", "H", "H", "H", "H"], "coordinates": [[3.7006, -1.7218, 0.3036], [3.4623, -0.5991, 0.2943], [3.0144, 0.6862, 0.0933], [1.5936, 0.6092, 0.3109], [1.0058, 1.1148, 1.5686], [-0.4593, 0.9795, 1.7756], [-1.2147, 0.3563, 0.6935], [-0.6331, -0.1425, -0.5808], [0.8133, -0.0097, -0.7873], [1.5316, -0.6094, -2.3434], [-1.7540, -0.7718, -1.4912], [-1.6880, -1.0300, -2.6496], [-2.8413, -0.9784, -0.5313], [-2.7421, 0.0629, 0.5165], [-3.7053, 0.5200, 1.0525], [1.6754, 1.5768, 2.3352], [-0.9796, 1.3282, 2.6953], [1.6934, 0.4446, -3.2139], [-2.4730, -1.8157, -0.0419]], "forces_ev_per_a": [[0.4, -0.2, 0.4], [-1.0, 2.6, -1.1], [-0.2, -2.6, 1.3], [-2.4, -0.1, 0.1], [-1.2, -1.2, -1.8], [1.3, -0.7, -2.5], [0.9, -0.2, -1.2], [2.0, 1.6, 2.0], [-1.6, 1.5, 1.2], [0.3, -0.3, 0.3], [1.6, 1.0, 1.7], [-0.6, -0.1, 0.7], [0.1, -0.3, -0.4], [1.1, -0.1, 0.2], [0.9, -0.2, -0.1], [-0.7, -0.5, -0.8], [0.6, -0.3, -0.9], [-0.4, -0.1, 1.1], [-0.9, 0.1, -0.3]], "lumo_ev": -1.11, "max_force_ev_per_a": 3.26, "e_tot_ha": -1078.66466, "smiles": "N#COc1ccc2c(c1S)C(=O)NC2=O", "charge": 0, "homo_energy_ev": -9.87}


{"formula": "C9H4N7RuS2", "method": "wB97M-V/def2-TZVPD", "symbols": ["Ru", "S", "C", "C", "N", "C", "S", "C", "N", "N", "C", "N", "C", "N", "N", "C", "C", "C", "N", "H", "H", "H", "H"], "coordinates": [[-0.3628, -0.4218, 0.0008], [1.5042, -0.1471, 1.0175], [2.7159, 0.0274, -0.1784], [4.0699, 0.1149, 0.2613], [5.1598, 0.1792, 0.6171], [2.3332, 0.1109, -1.4855], [0.6728, 0.0072, -1.8694], [3.2490, 0.3028, -2.5631], [3.9807, 0.4704, -3.4319], [-0.2767, -6.2663, 2.0520], [-0.3870, -5.4592, 1.2402], [-0.5392, -4.5667, 0.2736], [-0.6790, -3.3712, 0.1944], [-0.9117, -2.1996, -0.0126], [-1.9411, 2.0561, -0.6947], [-2.7419, 2.9866, -0.1722], [-2.7463, 2.8141, 1.2011], [-1.8970, 1.7445, 1.4332], [-1.4050, 1.2797, 0.2733], [-1.6595, 1.9468, -1.6567], [-3.2413, 3.7077, -0.7979], [-3.2846, 3.3935, 1.9292], [-1.6124, 1.2899, 2.3688]], "forces_ev_per_a": [[0.2, 0.1, -0.1], [0.0, 0.0, 0.0], [0.0, 0.0, 0.1], [0.0, 0.0, 0.0], [0.0, 0.0, 0.0], [0.0, 0.0, 0.0], [0.0, 0.0, 0.0], [0.0, 0.0, 0.0], [0.0, 0.0, 0.0], [0.1, 0.0, 0.0], [-0.1, 0.0, 0.1], [0.1, 0.0, -0.2], [-0.2, 0.0, 0.1], [0.0, -0.2, 0.0], [0.0, 0.0, 0.0], [0.0, 0.0, 0.1], [0.0, 0.0, -0.1], [0.0, 0.0, 0.0], [0.0, 0.0, 0.1], [0.0, 0.0, 0.0], [0.0, 0.0, 0.0], [0.0, 0.0, 0.0], [0.0, 0.0, 0.0]], "e_above_lowest_ev": 0.000, "lumo_ev": [-6.42, -6.42], "max_force_ev_per_a": 0.25, "e_tot_ha": -1619.56766, "charge": 1, "homo_energy_ev": [-13.45, -13.45]}


{"formula": "C9H58NO21Pd", "method": "wB97M-V/def2-TZVPD", "symbols": ["Pd", "C", "C", "C", "C", "C", "C", "N", "O", "C", "C", "C", "H", "H", "H", "H", "H", "H", "H", "H", "H", "H", "H", "H", "H", "H", "H", "H", "H", "H", "O", "H", "H", "O", "H", "H", "O", "H", "H", "O", "H", "H", "O", "H", "H", "O", "H", "H", "O", "H", "H", "O", "H", "H", "O", "H", "H", "O", "H", "H", "O", "H", "H", "O", "H", "H", "O", "H", "H", "O", "H", "H", "O", "H", "H", "O", "H", "H", "O", "H", "H", "O", "H", "H", "O", "H", "H", "O", "H", "H"], "coordinates": [[-3.2034, -1.1919, 3.3444], [-3.0331, 0.1169, -0.6792], [-1.5090, -0.0920, -0.5978], [-0.9138, 1.0731, -1.4361], [0.5944, 1.3037, -1.2494], [0.8321, 1.5581, 0.1973], [0.3497, 0.4417, 1.1673], [-1.0770, 0.0295, 0.8702], [-1.5253, -1.0090, 1.7541], [0.3615, 1.1625, 2.5439], [1.4128, -0.6838, 1.1920], [-1.0966, -1.4222, -1.3005], [-3.4938, 0.9603, -0.1649], [-3.5913, -0.7305, -0.2814], [-3.3708, 0.3018, -1.6990], [-1.5279, 1.9539, -1.2483], [-0.9547, 0.8185, -2.4951], [0.9288, 2.1847, -1.7973], [1.1285, 0.4029, -1.5519], [0.2073, 2.4108, 0.4630], [1.8582, 1.8726, 0.3880], [0.0497, 0.5077, 3.3575], [-0.2204, 2.0842, 2.5562], [1.3506, 1.4376, 2.9100], [1.5592, -1.1495, 0.2174], [1.0760, -1.4646, 1.8738], [2.4137, -0.4742, 1.5695], [-1.6288, -1.3966, -2.2514], [-1.4968, -2.2618, -0.7321], [-0.0332, -1.5291, -1.5146], [-3.6197, 3.6139, -1.0706], [-3.6968, 2.9385, -0.3967], [-3.8920, 3.1788, -1.8786], [-4.5001, 2.3962, -3.4103], [-4.2983, 2.2435, -4.3334], [-5.2244, 1.7997, -3.2211], [2.9950, -2.7381, -2.1703], [3.1916, -3.0052, -1.2724], [2.1105, -3.0672, -2.3304], [3.6540, 4.4564, 0.5429], [3.8884, 3.5987, 0.8972], [2.7709, 4.6198, 0.8741], [3.1434, 2.1092, -3.3772], [2.7993, 2.1842, -4.2672], [2.4236, 2.3983, -2.8164], [4.0711, -2.2998, 1.2682], [3.5101, -2.8462, 0.7178], [4.2552, -1.5284, 0.7323], [-0.9169, 0.7475, -5.2343], [-1.5779, 0.0809, -5.0476], [-1.4150, 1.5592, -5.3303], [0.3151, -3.5782, 4.2223], [0.9936, -4.0953, 4.6563], [0.4741, -3.7099, 3.2876], [-0.0143, -3.7734, 1.3573], [-0.1848, -2.8344, 1.2830], [-0.7228, -4.1858, 0.8631], [-0.2958, -3.0856, -4.1568], [-0.8130, -3.8401, -3.8750], [-0.9002, -2.5642, -4.6852], [4.9015, 2.1709, 1.5972], [5.2824, 1.8801, 2.4258], [4.7298, 1.3619, 1.1151], [1.3055, -0.4445, -4.6240], [0.4420, -0.2787, -5.0022], [1.1800, -1.2126, -4.0669], [3.6497, -1.2062, 3.8639], [4.3391, -1.6511, 4.3569], [3.7937, -1.4728, 2.9559], [4.6562, -0.0644, -0.3090], [5.3856, -0.4280, -0.8110], [4.0001, 0.1616, -0.9683], [-2.6983, 2.2681, 1.8627], [-2.0457, 1.6153, 1.6094], [-2.2251, 3.0999, 1.8449], [-4.5417, 0.4997, 2.5432], [-4.0063, 1.2588, 2.3122], [-5.3774, 0.8721, 2.8246], [-1.2222, 5.1070, -0.8616], [-1.2589, 4.9229, 0.0771], [-1.8389, 4.4876, -1.2518], [-1.8571, -0.1195, 4.7628], [-1.2484, 0.6177, 4.8101], [-2.1232, -0.2695, 5.6699], [-4.3387, -2.5589, 2.0327], [-4.9820, -2.3945, 1.3432], [-4.2803, -3.5129, 2.0838], [2.4379, -3.9855, 0.1722], [1.6550, -3.9169, 0.7186], [2.3157, -4.7964, -0.3215]], "forces_ev_per_a": [[0.2, 0.2, 0.0], [-0.8, -0.7, 0.2], [-0.1, 0.6, -0.3], [0.9, -0.2, -0.1], [-0.8, -0.3, 0.6], [-0.9, 0.3, 0.6], [1.8, 1.5, 0.9], [0.2, -3.5, 1.4], [1.6, 3.3, -3.5], [0.0, -0.7, 0.7], [-1.1, -1.1, 0.0], [-0.8, 0.6, 0.7], [0.8, 0.2, 0.4], [0.1, -0.3, -0.1], [0.4, -0.4, -0.3], [0.3, 0.3, -0.1], [-0.8, -0.1, 0.0], [-0.2, -0.3, -0.2], [0.2, 0.2, -0.5], [0.1, 0.5, -0.1], [0.1, -0.4, 0.4], [-0.4, -0.2, -0.3], [-0.1, -0.1, -0.1], [0.3, 0.0, -0.7], [-0.1, 0.1, -0.2], [-0.1, -0.1, 0.1], [-0.4, 0.9, 0.0], [0.1, -0.1, -0.1], [0.2, -0.2, 0.0], [-0.1, 0.1, 0.2], [0.2, 0.2, 0.4], [0.0, -0.1, 0.4], [-0.2, -0.1, -0.7], [0.1, -0.2, 0.1], [0.1, 0.2, -0.3], [-0.3, -0.1, 0.1], [0.3, 0.5, -0.5], [-0.1, -0.1, 0.1], [-0.2, -0.1, -0.1], [-0.3, 0.3, -0.4], [0.5, -0.4, 0.3], [-0.2, 0.2, 0.0], [0.3, 0.0, 0.3], [-0.1, -0.2, -0.3], [0.0, 0.1, 0.0], [0.4, 0.3, 0.7], [-0.1, -0.5, 0.1], [0.3, 0.6, -0.3], [-0.5, 0.1, 0.0], [-0.3, -0.1, 0.0], [0.0, 0.4, -0.1], [-0.3, 0.2, 0.2], [0.2, 0.0, 0.2], [-0.1, -0.1, -0.3], [0.1, -0.2, 0.0], [-0.2, 0.7, 0.1], [-0.2, -0.3, -0.1], [0.2, 0.1, 0.3], [-0.1, -0.3, 0.0], [-0.1, 0.1, -0.3], [-0.2, 0.2, 0.1], [0.1, 0.1, 0.3], [0.1, -0.4, -0.5], [0.4, -0.2, 0.2], [0.2, 0.3, -0.2], [0.3, -0.4, 0.1], [-0.3, 0.5, 0.5], [0.1, -0.1, 0.1], [0.1, -0.5, -0.6], [-0.2, 0.0, 0.4], [0.4, 0.0, -0.2], [-0.3, 0.1, -0.4], [-0.4, 0.4, -0.1], [0.4, -0.6, -0.2], [-0.1, 0.4, 0.1], [-0.6, -0.6, 0.0], [0.6, 0.7, -0.1], [-0.3, -0.1, 0.3], [0.7, 0.2, 0.0], [-0.1, 0.1, 0.2], [-0.6, -0.2, 0.0], [-0.4, -0.3, 0.3], [0.2, 0.3, -0.4], [-0.1, -0.1, 0.4], [0.0, -0.3, -0.1], [-0.2, 0.5, -0.1], [0.1, -0.3, 0.2], [0.1, -0.5, -0.3], [-0.7, 0.1, 0.4], [0.2, -0.3, -0.1]], "e_above_lowest_ev": 1.676, "lumo_ev": [-3.16, -4.64], "max_force_ev_per_a": 5.09, "e_tot_ha": -2140.04155, "spin_multiplicity": 3, "charge": 1, "homo_energy_ev": [-12.23, -11.99]}


Q: Number 3 is which compound?
A: C9H4N7RuS2